1.
{
  "formula": "C4H6FHgO4",
  "method": "the ωB97M-V functional and the def2-TZVPD basis",
  "energy_ev": -19324.69152,
  "de_lowest_kj_mol": 30.74,
  "largest_force_ev_per_a": 3.58,
  "homo_energy_ev": [-7.73, -7.73],
  "s_squared": 0.754,
  "spin_multiplicity": 2,
  "charge": 0,
  "species": ["C", "O", "H", "H", "H", "C", "O", "C", "C", "O", "O", "F", "H", "H", "H", "Hg"],
  "xyz": [[-1.13358, 2.10121, 3.51929], [-0.23261, 1.27946, 2.89181], [-0.72221, 3.10850, 3.77914], [-2.04498, 2.30405, 2.89949], [-1.51557, 1.68950, 4.48689], [3.91961, -0.74149, 5.28587], [3.26604, -1.11734, 4.20362], [1.98551, -0.26244, 4.07901], [2.29509, 0.82526, 5.09503], [3.32888, 0.24407, 5.91875], [5.03340, -1.14458, 5.56816], [1.00708, -1.11447, 4.51903], [2.01616, -0.00281, 3.02034], [2.68555, 1.72587, 4.61380], [1.43753, 1.06061, 5.72965], [6.46352, -2.99035, 4.76456]],
  "forces_ev_per_angstrom": [[-1.389, 0.710, -0.432], [-0.101, 0.379, 0.669], [0.280, -0.711, -0.060], [0.610, -0.263, 0.305], [0.619, -0.088, -0.430], [2.830, -0.405, -0.457], [-2.216, 0.989, -0.836], [2.577, -2.286, 0.972], [-0.033, -0.289, 0.171], [-1.092, 1.313, 0.653], [-2.110, 0.830, 0.503], [0.192, 1.045, -0.839], [-0.947, -0.160, 0.278], [-0.045, -0.127, 0.072], [0.138, -0.056, -0.183], [0.686, -0.879, -0.386]],
  "lowdin_spin": [0.100, 0.822, 0.037, -0.002, 0.045, 0.000, 0.000, -0.001, -0.001, 0.000, 0.000, 0.002, -0.001, 0.000, 0.000, 0.000]
}

=====

2.
{
  "formula": "C4H6FI2NO2S",
  "method": "the ωB97M-V functional and the def2-TZVPD basis",
  "energy_ev": -39580.92765,
  "de_lowest_kj_mol": 0.00,
  "largest_force_ev_per_a": 2.07,
  "homo_energy_ev": [-9.21, -9.28],
  "charge": 0,
  "species": ["C", "C", "C", "C", "N", "O", "O", "F", "S", "I", "I", "H", "H", "H", "H", "H", "H"],
  "xyz": [[0.39740, 0.50355, -0.35739], [0.78711, -0.51908, -1.36921], [0.55073, 2.79657, 0.38042], [-0.43756, 0.02170, 0.78076], [0.79112, 1.68689, -0.47191], [0.21345, -3.33602, 0.52695], [-1.54464, -2.82818, -1.16660], [-2.14123, -2.87987, 1.27563], [-0.93046, -2.57000, 0.10821], [-2.41066, 0.68171, 0.92578], [0.56278, -0.58607, 2.50219], [-0.09250, -0.89764, -1.88428], [1.28265, -1.35864, -0.88486], [1.45910, -0.05996, -2.08878], [0.13342, 2.56257, 1.36521], [-0.12646, 3.47339, -0.14149], [1.50576, 3.30909, 0.49938]],
  "forces_ev_per_angstrom": [[-0.007, -0.211, -0.064], [0.154, -0.042, -0.238], [-0.166, 0.169, 0.525], [-0.872, -1.818, 0.469], [0.425, -0.006, -0.790], [-0.323, -0.135, 0.053], [-0.074, -0.131, 0.353], [1.125, 0.217, -1.092], [-0.555, 1.427, 0.964], [0.509, -0.054, -0.029], [-0.133, 0.431, -0.286], [-0.061, -0.067, -0.068], [0.073, -0.095, -0.013], [0.018, 0.037, 0.020], [0.006, 0.065, 0.031], [-0.014, 0.098, 0.054], [-0.105, 0.115, 0.111]],
  "lowdin_charge": [-0.588, -0.053, -0.142, -1.189, 0.034, -0.391, -0.348, -0.335, 0.607, 0.957, 0.987, 0.073, 0.073, 0.093, 0.044, 0.090, 0.087]
}

=====

3.
{
  "formula": "C4H6FNO",
  "method": "the ωB97M-V functional and the def2-TZVPD basis",
  "energy_ev": -10498.74236,
  "de_lowest_kj_mol": 136.15,
  "smiles": "O=CN1C[C@H]1CF",
  "largest_force_ev_per_a": 2.58,
  "homo_energy_ev": -10.18,
  "charge": 0,
  "species": ["C", "C", "C", "C", "H", "H", "H", "H", "H", "H", "N", "O", "F"],
  "xyz": [[-1.33264, -0.75204, -0.03039], [-0.56190, 0.47332, 0.40471], [0.35815, 1.27596, -0.47803], [1.71305, -0.59766, 0.25009], [-0.83102, -1.38933, -0.78068], [-1.47507, -1.39587, 0.90107], [-1.10343, 0.96173, 1.22383], [0.37165, 0.95153, -1.52773], [0.40984, 2.35516, -0.35855], [1.60793, -1.40658, 1.00466], [0.89398, 0.45866, 0.50197], [2.54138, -0.61920, -0.65560], [-2.59193, -0.31568, -0.45533]],
  "forces_ev_per_angstrom": [[0.132, -0.552, 1.225], [-0.085, 0.120, 0.505], [-1.557, 0.790, -1.904], [1.504, -0.684, -1.031], [-0.334, 0.541, -0.032], [-0.056, 0.684, -1.201], [0.493, 0.073, -0.244], [0.345, 0.024, 0.419], [0.081, -0.165, 0.167], [0.076, 0.148, -0.330], [-0.020, -0.482, 1.147], [-1.158, -0.068, 1.324], [0.578, -0.429, -0.045]],
  "lowdin_charge": [-0.166, -0.198, -0.082, -0.320, 0.129, 0.139, 0.145, 0.133, 0.118, 0.142, -0.027, 0.037, -0.050]
}

=====

4.
{
  "formula": "C4H6FNO",
  "method": "the ωB97M-V functional and the def2-TZVPD basis",
  "energy_ev": -10496.29588,
  "de_lowest_kj_mol": 372.19,
  "largest_force_ev_per_a": 4.25,
  "homo_energy_ev": [-7.91, -7.91],
  "charge": 0,
  "species": ["C", "C", "C", "C", "N", "O", "F", "H", "H", "H", "H", "H", "H"],
  "xyz": [[-1.82092, 0.25375, -0.95110], [-0.73277, -0.35961, -0.48104], [0.66095, 1.48174, 0.45831], [-0.13938, -1.66482, -0.33291], [1.59741, 0.98433, 1.22074], [0.15480, 2.51637, 0.13602], [0.74163, -1.82586, 0.77298], [-2.78547, -0.07962, -1.32465], [-1.68157, 1.41473, -1.00083], [-0.92312, -2.41116, -0.10153], [0.50572, -1.94738, -1.19553], [2.06033, 0.09078, 1.10569], [2.36239, 1.54674, 1.69387]],
  "forces_ev_per_angstrom": [[1.970, 1.818, 0.503], [0.462, 3.492, 0.596], [-3.116, -1.079, -2.684], [0.054, -1.739, 0.092], [3.396, 0.579, 1.771], [1.197, -1.297, 1.074], [-0.065, 0.683, -0.017], [0.311, -0.540, -0.043], [-0.477, -1.918, 0.294], [0.279, 0.004, -0.554], [-0.802, 0.160, 0.319], [-1.453, -0.422, -0.579], [-1.757, 0.258, -0.770]],
  "lowdin_charge": [-0.030, -0.116, -0.329, -0.239, 0.134, 0.074, -0.111, 0.047, 0.074, 0.122, 0.127, 0.097, 0.149]
}

=====

5.
{
  "formula": "C4H6FNO",
  "method": "the ωB97M-V functional and the def2-TZVPD basis",
  "energy_ev": -10495.74719,
  "de_lowest_kj_mol": 425.13,
  "largest_force_ev_per_a": 4.48,
  "homo_energy_ev": [-9.13, -8.35],
  "charge": 0,
  "species": ["C", "C", "C", "C", "N", "O", "F", "H", "H", "H", "H", "H", "H"],
  "xyz": [[2.97787, 0.95020, 1.08766], [2.78701, 0.05560, 0.20238], [0.73970, -1.64894, -0.13532], [-1.67427, -1.02785, 0.04339], [-0.22075, -0.77166, 0.22046], [0.80334, -2.73540, -0.63122], [3.76199, -0.34156, -0.65253], [4.02142, 1.35640, 1.21980], [2.24375, 1.34034, 1.76394], [-1.90937, -1.53311, -0.89009], [-2.16316, -1.55464, 0.88386], [-2.04338, -0.00331, 0.17526], [0.12324, 0.18141, 0.05262]],
  "forces_ev_per_angstrom": [[1.912, 2.397, 2.119], [-1.123, -3.349, -2.763], [0.706, -0.044, -1.148], [0.174, 0.836, 1.062], [0.641, -0.528, -0.441], [-0.119, 1.932, 1.447], [-0.587, 0.095, 0.570], [-1.108, -0.280, -0.305], [-0.364, -0.202, 0.123], [-0.032, 0.327, -0.099], [0.801, -0.159, -0.317], [-0.545, -0.361, -0.790], [-0.355, -0.663, 0.543]],
  "lowdin_charge": [-0.052, -0.205, -0.245, -0.055, -0.030, 0.115, -0.023, 0.084, 0.036, 0.085, 0.089, 0.086, 0.116]
}

=====

6.
{
  "formula": "C4H6FNO2",
  "method": "the ωB97M-V functional and the def2-TZVPD basis",
  "energy_ev": -12547.24986,
  "de_lowest_kj_mol": 81.09,
  "smiles": "O=CN(C=O)CCF",
  "largest_force_ev_per_a": 2.28,
  "homo_energy_ev": -9.82,
  "charge": 0,
  "species": ["C", "C", "C", "C", "H", "H", "H", "H", "H", "H", "N", "O", "O", "F"],
  "xyz": [[-0.22443, -1.00275, -1.37518], [-0.64021, 0.25500, -0.64620], [1.24371, 1.23766, 0.57535], [-0.30284, -0.17530, 1.71812], [-0.79757, -1.00784, -2.30992], [0.86256, -1.05115, -1.58929], [-1.72622, 0.20607, -0.51902], [-0.41099, 1.14083, -1.27173], [1.46769, 1.43811, -0.47813], [-1.17023, -0.75809, 1.56021], [0.11114, 0.47042, 0.58490], [1.94120, 1.57413, 1.50993], [0.24654, -0.20884, 2.79423], [-0.60034, -2.11825, -0.55326]],
  "forces_ev_per_angstrom": [[-0.192, -0.375, 0.385], [0.810, 0.540, -0.590], [1.593, 0.481, 0.411], [0.802, -0.616, 2.042], [0.159, -0.531, 0.122], [-0.626, -0.144, 0.288], [0.255, 0.213, 0.491], [-0.342, -0.562, 0.012], [0.482, 0.626, -0.204], [-1.436, -0.665, -0.413], [-0.831, -0.068, 0.477], [-1.050, -0.376, -1.217], [-0.115, 0.416, -0.721], [0.491, 1.060, -1.082]],
  "lowdin_charge": [-0.143, -0.146, -0.276, -0.275, 0.120, 0.131, 0.136, 0.133, 0.132, 0.119, -0.041, 0.090, 0.091, -0.070]
}

=====

7.
{
  "formula": "C4H6FNOS",
  "method": "the ωB97M-V functional and the def2-TZVPD basis",
  "energy_ev": -21332.73946,
  "de_lowest_kj_mol": 305.46,
  "smiles": "O/N=C\\[C@@H](S)/C=C\\F",
  "largest_force_ev_per_a": 1.78,
  "homo_energy_ev": -9.17,
  "charge": 0,
  "species": ["C", "C", "C", "C", "H", "H", "H", "H", "H", "H", "N", "O", "F", "S"],
  "xyz": [[-0.81227, -0.64633, -0.74835], [0.04856, -0.60649, 0.44316], [0.20710, 0.79434, 1.06986], [0.57532, 1.87366, 0.34865], [-3.42142, 0.14799, 0.27471], [-0.39404, -0.86016, -1.73582], [-0.45737, -1.23628, 1.18036], [1.99720, -0.41439, -0.82211], [0.01483, 0.87977, 2.15535], [0.54957, 2.94430, 0.71085], [-2.05903, -0.51005, -0.76082], [-2.52131, -0.10771, 0.47719], [0.97594, 1.76516, -0.94158], [1.71245, -1.33792, 0.09619]],
  "forces_ev_per_angstrom": [[0.500, -0.437, -1.604], [1.052, 0.825, 1.174], [0.141, 0.505, -0.814], [-0.512, 0.122, 1.510], [-0.324, -0.039, 0.169], [-0.001, -0.146, 0.371], [0.366, -0.034, 0.082], [0.173, 0.081, -0.100], [-0.028, 0.220, -0.922], [0.315, -1.496, -0.460], [-0.466, 0.648, -0.386], [-0.281, -0.118, 0.513], [-0.379, -0.008, 0.248], [-0.555, -0.124, 0.221]],
  "lowdin_charge": [-0.240, -0.625, -0.109, -0.148, 0.094, 0.115, 0.104, -0.140, 0.118, 0.131, 0.005, -0.056, -0.009, 0.761]
}

=====

8.
{
  "formula": "C4H6FNS",
  "method": "the ωB97M-V functional and the def2-TZVPD basis",
  "energy_ev": -19285.99079,
  "de_lowest_kj_mol": 196.50,
  "smiles": "C=C(/C=N\\S)CF",
  "largest_force_ev_per_a": 2.32,
  "homo_energy_ev": -8.96,
  "charge": 0,
  "species": ["C", "C", "C", "C", "H", "H", "H", "H", "H", "H", "N", "F", "S"],
  "xyz": [[0.96422, 0.37539, -0.59518], [-0.19307, 0.51392, 0.36539], [-0.36077, 1.66667, 1.01042], [-0.93285, -0.67859, 0.77277], [1.33339, -2.27758, -2.75962], [1.69705, 1.18012, -0.33992], [-1.20107, 1.94194, 1.67777], [0.28398, 2.45858, 0.84228], [-1.72095, -0.46353, 1.51441], [-1.38928, -1.11648, -0.13329], [1.21837, -0.33182, -1.59961], [-0.05631, -1.57494, 1.34293], [0.35731, -1.69369, -2.09834]],
  "forces_ev_per_angstrom": [[-0.272, 1.949, 1.234], [0.908, 0.194, 0.462], [-1.440, -0.555, 0.218], [-1.641, -0.526, -0.636], [0.610, 0.020, -0.396], [-0.261, -0.556, -0.646], [0.587, -0.816, -0.308], [1.243, 1.552, -0.564], [0.299, 0.015, -0.347], [0.033, -0.349, 0.564], [0.776, -0.850, -0.169], [0.239, -0.394, 0.036], [-1.081, 0.319, 0.552]],
  "lowdin_charge": [-0.247, -0.272, 0.089, -0.234, -0.161, 0.120, 0.091, 0.039, 0.128, 0.086, -0.360, -0.030, 0.752]
}

=====

9.
{
  "formula": "C4H6FNS2",
  "method": "the ωB97M-V functional and the def2-TZVPD basis",
  "energy_ev": -30121.45649,
  "de_lowest_kj_mol": 152.95,
  "smiles": "C[C@@H](F)/C(C=S)=N\\S",
  "largest_force_ev_per_a": 3.31,
  "homo_energy_ev": -8.77,
  "charge": 0,
  "species": ["C", "C", "C", "C", "H", "H", "H", "H", "H", "H", "N", "F", "S", "S"],
  "xyz": [[-1.79350, 1.47796, 0.96716], [-1.02954, 1.05544, -0.29000], [0.11376, 0.11908, -0.01451], [1.49436, 0.60189, 0.09586], [-1.13469, 1.87824, 1.82292], [-2.53076, 2.23753, 0.74806], [-2.38976, 0.61132, 1.35103], [-1.71953, 0.58645, -1.04288], [1.63788, 1.63227, -0.17286], [-1.22765, -3.07346, -0.29745], [-0.04863, -1.19281, 0.07314], [-0.45498, 2.21071, -0.80059], [2.80069, -0.37953, 0.13327], [-1.60761, -1.80455, -0.14993]],
  "forces_ev_per_angstrom": [[0.115, -0.752, 1.480], [-0.049, 0.358, 0.624], [-0.641, -3.203, 0.511], [0.910, -0.946, -1.105], [-0.752, -0.751, -1.494], [-0.038, 0.296, -0.330], [0.646, 0.566, -0.146], [0.586, 0.576, 0.450], [0.001, 0.501, 0.456], [0.137, -0.149, 0.069], [-0.218, 2.223, -0.324], [-0.218, 0.338, -0.654], [-0.614, 0.678, 0.376], [0.136, 0.265, 0.089]],
  "lowdin_charge": [-0.039, -0.395, -0.438, -0.577, 0.118, 0.072, 0.075, 0.123, 0.043, -0.135, -0.313, -0.027, 0.704, 0.789]
}

=====

10.
{
  "formula": "C4H6GaMgO4",
  "method": "the ωB97M-V functional and the def2-TZVPD basis",
  "energy_ev": -70244.62696,
  "largest_force_ev_per_a": 3.99,
  "homo_energy_ev": [-13.04, -13.01],
  "charge": 1,
  "species": ["O", "Ga", "O", "C", "C", "O", "C", "C", "O", "Mg", "H", "H", "H", "H", "H", "H"],
  "xyz": [[-0.88477, 3.93730, -0.21401], [-0.50627, 2.49380, -1.06058], [-1.67066, 0.86393, 1.32234], [-0.66687, 1.63418, 0.98282], [0.51290, 1.06654, 0.53964], [0.54432, -0.33460, 0.50537], [0.73199, -1.02030, -0.73949], [0.31971, -2.46937, -0.48298], [-0.92003, -2.54243, 0.14226], [-1.25836, -1.05225, 1.26718], [-0.96178, 3.25196, 1.11674], [1.47826, 1.58133, 0.51803], [1.77378, -0.91472, -1.07414], [0.07000, -0.56265, -1.49549], [1.11034, -2.94457, 0.13333], [0.32745, -2.98813, -1.46102]],
  "forces_ev_per_angstrom": [[-0.470, 0.279, 2.749], [0.479, -0.997, -1.868], [1.686, 1.851, -0.826], [-2.665, -1.160, 2.735], [0.843, -0.152, -0.831], [-0.403, 1.811, 1.396], [0.381, -0.424, -1.453], [0.413, -0.267, 0.054], [-0.307, 0.854, 0.592], [0.002, -0.926, -0.744], [0.791, -1.039, -2.193], [-0.321, -0.018, -0.141], [-0.224, -0.058, 0.182], [0.073, -0.065, 0.256], [-0.205, 0.116, -0.206], [-0.071, 0.195, 0.297]],
  "lowdin_charge": [-0.298, 0.838, -0.117, -0.323, -0.195, -0.183, -0.150, -0.325, -0.313, 1.097, 0.278, 0.153, 0.148, 0.124, 0.129, 0.137]
}